[1]
ORCA calculation (ωB97M-V with the def2-TZVPD basis set) on 9 unconnected molecules or ions with the total composition C20H57F2NO10P at a distorted geometry.

Geometry (Å):
C: 0.026 -0.035 3.381
C: -0.494 0.656 2.035
F: 0.690 1.310 1.433
P: -1.798 2.039 2.275
C: -3.284 0.822 2.296
O: -3.200 -0.458 2.264
N: -4.694 1.338 2.402
C: -5.315 0.422 3.402
O: -5.037 0.621 4.603
F: -6.153 -0.663 3.024
H: -0.455 0.351 4.339
H: -0.153 -1.171 3.334
H: 1.169 0.081 3.525
H: -0.796 -0.147 1.260
H: -1.762 1.958 3.730
H: -0.685 2.986 2.376
H: -1.834 2.189 0.817
H: -2.696 3.187 2.444
H: -4.702 2.308 2.747
C: -0.424 -1.511 -2.461
C: -0.598 -0.040 -2.768
O: -0.614 0.704 -1.560
H: -1.235 -1.865 -1.819
H: -0.416 -2.104 -3.380
H: 0.510 -1.687 -1.921
H: -1.544 0.134 -3.287
H: 0.216 0.331 -3.402
H: 0.229 0.554 -1.110
C: 0.687 -5.525 -2.164
C: 1.956 -4.697 -2.146
O: 1.862 -3.679 -1.157
H: -0.181 -4.894 -2.372
H: 0.744 -6.309 -2.924
H: 0.516 -5.993 -1.190
H: 2.111 -4.215 -3.114
H: 2.829 -5.321 -1.927
H: 1.733 -4.112 -0.303
C: -4.460 -2.835 -1.822
C: -5.097 -3.421 -0.578
O: -4.117 -3.598 0.434
H: -3.668 -3.491 -2.194
H: -5.202 -2.696 -2.613
H: -3.997 -1.870 -1.600
H: -5.539 -4.395 -0.798
H: -5.883 -2.764 -0.193
H: -3.741 -2.726 0.627
C: 3.891 4.929 2.512
C: 2.814 3.913 2.843
O: 1.664 4.135 2.040
H: 3.523 5.946 2.676
H: 4.780 4.771 3.128
H: 4.176 4.860 1.457
H: 2.516 4.000 3.890
H: 3.172 2.893 2.669
H: 1.931 4.048 1.116
C: 7.811 7.043 3.057
C: 7.459 6.182 4.253
O: 7.156 4.858 3.833
H: 6.982 7.068 2.345
H: 8.041 8.066 3.366
H: 8.675 6.634 2.526
H: 6.583 6.582 4.768
H: 8.291 6.143 4.965
H: 7.938 4.507 3.387
C: 1.218 -2.373 -7.320
C: 0.588 -2.965 -6.074
O: 1.573 -3.148 -5.064
H: 2.010 -3.026 -7.696
H: 0.473 -2.233 -8.106
H: 1.681 -1.407 -7.097
H: 0.147 -3.939 -6.296
H: -0.198 -2.310 -5.685
H: 1.953 -2.281 -4.867
C: -1.735 6.863 5.086
C: -1.761 5.528 4.365
O: -3.030 5.322 3.760
H: -2.514 6.900 5.852
H: -0.765 7.032 5.560
H: -1.934 7.683 4.389
H: -1.583 4.712 5.068
H: -0.990 5.488 3.589
H: -3.175 6.043 3.134
C: -1.244 -8.253 -4.146
C: -2.233 -7.418 -4.934
O: -1.937 -6.035 -4.787
H: -1.274 -7.985 -3.087
H: -1.464 -9.319 -4.246
H: -0.222 -8.071 -4.492
H: -3.249 -7.586 -4.572
H: -2.199 -7.674 -5.999
H: -1.040 -5.892 -5.117

HOMO level, eV: -3.7
HOMO-LUMO gap, eV: 5.83
2S+1: 1
Total charge: -1
F_max, eV/A: 5.2

=====

[2]
ORCA calculation (ωB97M-V with the def2-TZVPD basis set) on a molecular structure, CH9CuO7 at a distorted geometry.

Geometry (Å):
Cu: -9.429 -3.088 -0.862
C: -10.413 -5.747 -1.511
O: -10.956 -6.742 -0.937
O: -9.974 -5.878 -2.762
O: -10.325 -4.608 -0.938
H: -10.010 -6.813 -3.054
O: -9.944 -2.482 0.983
H: -9.880 -3.353 1.377
H: -10.889 -2.284 0.999
O: -7.713 -3.435 -0.593
H: -7.649 -4.359 -0.650
H: -7.045 -3.110 -1.264
O: -12.441 -3.093 -2.355
H: -12.454 -2.146 -2.404
H: -11.534 -3.326 -2.174
O: -9.635 -1.808 -2.214
H: -9.332 -1.818 -3.149
H: -9.322 -0.954 -1.877

HOMO level, eV: -7.5
HOMO-LUMO gap, eV: 6.90
2S+1: 1
Energy relative to the best compared isomer or geometry (same formula, charge and spin), eV: 0.000
F_max, eV/A: 6.0

=====

[3]
ORCA calculation (ωB97M-V with the def2-TZVPD basis set) on 4 unconnected molecules or ions with the total composition C3H11NO3 at a distorted geometry.

Geometry (Å):
C: -0.708 0.900 1.125
C: -1.185 0.122 2.171
C: -0.587 -0.775 -0.470
N: -0.615 0.489 -0.167
H: -0.423 1.915 1.378
H: -1.425 -0.927 2.045
H: -1.310 0.475 3.188
H: -0.169 -1.101 -1.420
H: -0.699 -1.596 0.242
H: -2.601 0.882 -3.068
H: -0.980 0.913 -2.958
O: -1.759 1.086 -3.508
H: 1.454 0.834 -0.355
H: 2.156 2.193 -0.716
O: 2.072 1.488 -0.027
H: 1.785 -1.775 1.205
H: 2.875 -2.780 0.858
O: 2.121 -2.346 0.477

HOMO level (spin up / spin down), eV: -14.5 / -14.5
HOMO-LUMO gap (spin up / spin down), eV: 7.69 / 5.12
2S+1: 2
Expectation value of S²: 0.762
Total charge: +1
Energy relative to the best compared isomer or geometry (same formula, charge and spin), eV: 2.811
F_max, eV/A: 1.9